No. 1
A structure of composition C25H40BrCoNOP2 in a non-equilibrium geometry, computed with the ωB97M-V functional and the def2-TZVPD basis.

Summary:
E_LUMO (spin up / spin down): -7.7 / -9.7 eV
Spin multiplicity: 4
Expectation value of S²: 3.923
Charge: +2

```
71
Properties=species:S:1:pos:R:3:forces:R:3:mulliken_spin:R:1
C -0.6882 7.2739 -2.9743 -0.07 -0.08 -0.40 0.0050
C -0.8796 5.9034 -3.2515 -0.07 0.47 -0.51 -0.0001
C -1.1785 5.5244 -4.5765 0.00 0.46 -0.02 0.0051
C -1.2782 6.5259 -5.5564 0.09 -0.65 0.71 -0.0018
N -1.0973 7.8057 -5.2619 -0.06 0.60 -0.67 0.0035
C -0.8095 8.1951 -4.0278 0.07 -0.65 0.67 -0.0017
C -0.7798 4.9116 -2.2137 0.03 -0.93 0.98 0.0294
C -0.7107 4.0663 -1.3363 -0.11 1.81 -1.85 -0.0165
C -0.5441 3.1307 -0.3010 -0.15 -0.45 0.17 0.0465
C 0.5613 3.2793 0.5580 -0.12 -0.35 0.41 -0.0251
C 0.7716 2.3528 1.5809 -0.66 -0.32 -0.45 0.0730
C -0.1237 1.2871 1.6181 0.26 -0.01 -0.28 -0.2824
C -1.2725 1.1357 0.8263 0.61 0.01 0.27 -0.0097
C -1.4804 2.0801 -0.1671 0.30 0.09 0.03 -0.0251
Co 0.0392 -0.3861 2.4170 -1.75 0.50 2.05 2.1339
P 2.0490 -1.0672 2.1042 0.24 0.56 -0.08 -0.0103
H -1.3369 4.4850 -4.8497 0.05 0.14 0.15 0.0001
H -0.4560 7.6281 -1.9740 -0.04 -0.18 -0.13 0.0003
H -1.5117 6.2557 -6.6001 0.14 0.29 0.61 0.0000
H -0.6646 9.2728 -3.8408 -0.12 -0.65 -0.22 0.0000
H -2.3216 2.0006 -0.8604 0.24 0.19 0.32 -0.0032
H 1.2515 4.1029 0.3931 -0.20 -0.09 0.11 -0.0027
H -1.9638 0.3058 1.0283 0.12 0.33 -0.27 -0.0164
H 1.5640 2.4185 2.3185 0.10 0.09 -0.28 -0.0102
C 2.2253 -2.6545 2.9348 0.01 -0.34 0.31 -0.0003
C 3.1909 -3.6218 2.2513 0.24 -0.28 -0.06 -0.0018
H 1.2169 -3.0896 3.0078 0.25 0.06 0.10 -0.0019
H 2.5474 -2.4238 3.9611 -0.14 -0.05 -0.19 0.0020
H 3.3839 -4.4877 2.8943 -0.12 0.18 -0.09 -0.0012
H 2.7761 -4.0039 1.3143 0.09 0.05 0.08 0.0003
H 4.1587 -3.1595 2.0389 -0.19 -0.11 0.01 0.0006
C 1.7796 -1.3037 0.3299 0.22 -0.24 -0.79 0.0251
C 2.7925 -0.5867 -0.5555 0.20 0.05 -0.53 0.0041
H 0.7648 -0.9351 0.0860 0.41 -0.10 0.05 -0.0158
H 1.7683 -2.3803 0.1318 0.15 0.06 -0.05 -0.0030
H 2.5358 -0.7535 -1.6087 0.12 0.07 0.20 0.0001
H 2.7902 0.4968 -0.3906 -0.05 -0.21 0.01 0.0009
H 3.8141 -0.9554 -0.4009 -0.28 0.07 -0.02 -0.0004
C 3.3883 0.0550 2.5137 0.40 0.24 -0.03 0.0130
C 4.7729 -0.5966 2.4877 0.41 -0.01 -0.01 0.0029
H 3.1289 0.4733 3.4983 0.11 -0.15 -0.18 0.0052
H 3.3533 0.8930 1.8035 -0.10 -0.21 0.13 -0.0002
H 5.5502 0.1636 2.6328 -0.23 -0.16 0.02 0.0000
H 4.8983 -1.3492 3.2738 -0.07 0.18 -0.11 0.0006
H 4.9720 -1.0796 1.5231 0.00 0.13 0.21 0.0007
Br -1.4078 -0.9546 4.0721 -0.11 -0.22 -0.22 0.0659
P -2.6097 -3.4303 -0.9210 1.69 3.00 1.86 0.6688
C -0.7637 -3.5729 -0.8657 0.01 -0.60 -0.78 0.0623
C -0.3101 -5.0177 -1.0638 0.21 -0.40 0.06 0.0165
H -0.3852 -3.1588 0.0785 -0.53 -0.06 0.00 0.0380
H -0.3599 -2.9384 -1.6640 -0.28 -0.09 -0.02 -0.0055
H 0.7506 -5.0759 -1.3272 -0.18 0.06 0.09 0.0008
H -0.4639 -5.6063 -0.1564 0.00 0.00 -0.08 -0.0018
H -0.8760 -5.4977 -1.8671 0.19 0.03 0.04 -0.0026
C -3.1119 -3.2012 0.8484 -0.20 -1.22 0.09 0.0689
C -4.5241 -3.7292 1.1007 -0.36 -0.09 0.13 0.0120
H -2.9985 -2.1655 1.1964 0.08 0.04 -0.61 0.0417
H -2.3900 -3.7856 1.4295 -0.07 -0.08 -0.10 -0.0005
H -4.6850 -3.9130 2.1658 0.04 0.11 -0.14 0.0008
H -5.2943 -3.0339 0.7600 0.10 -0.03 0.00 -0.0007
H -4.6767 -4.6757 0.5776 -0.06 0.01 0.15 -0.0022
C -2.8817 -1.7624 -1.6537 -1.10 -0.31 -0.64 0.0687
C -3.1404 -1.8130 -3.1619 0.00 0.09 -0.37 0.0159
H -2.0371 -1.1006 -1.4215 0.12 -0.43 0.21 0.0320
H -3.7639 -1.3560 -1.1441 0.08 -0.14 -0.03 -0.0087
H -3.5935 -0.8771 -3.5050 0.15 -0.18 0.07 0.0008
H -2.2164 -1.9664 -3.7258 -0.09 0.01 0.06 -0.0005
H -3.8249 -2.6267 -3.4200 0.03 0.19 0.01 -0.0029
O 1.2087 1.2568 4.7772 -0.52 -0.03 -0.11 0.0122
H 0.7174 2.0947 4.7084 0.23 -0.39 0.19 -0.0008
H 0.6902 0.7183 5.4024 0.23 0.33 -0.24 -0.0014
```
Positions in Å, forces in eV/Å.

=====

No. 2
A cluster of 10 separate species, C25H40Cl10O10 in total in a non-equilibrium geometry, computed with the ωB97M-V functional and the def2-TZVPD basis.

Summary:
E_LUMO: 0.3 eV
SMILES: O=C1CCCO1.O=C1CCCO1.O=C1CCCO1.O=C1CCCO1.O=C1CCCO1.ClCCl.ClCCl.ClCCl.ClCCl.ClCCl

```
85
Properties=species:S:1:pos:R:3:forces:R:3:lowdin_charge:R:1
O -1.3181 2.3916 6.2734 0.02 0.12 -0.59 0.1030
C -1.2611 2.3181 5.0742 0.46 0.29 -0.08 -0.5125
C -0.4038 3.1141 4.0654 -0.12 -0.84 0.61 -0.0697
C -1.0445 2.7718 2.7311 0.19 0.51 -1.11 -0.1571
C -1.5936 1.3825 2.9931 -0.44 -0.66 -0.10 -0.1745
O -1.9622 1.3851 4.3914 -0.04 -0.10 -0.19 -0.0278
H -0.2591 4.1387 4.3691 -0.34 0.35 -0.13 0.1240
H 0.5823 2.6528 4.1199 0.15 -0.10 0.03 0.0786
H -1.8619 3.4370 2.4661 -0.21 0.23 0.27 0.1100
H -0.3674 2.8364 1.8464 -0.22 -0.31 0.79 0.0942
H -2.4967 1.0743 2.4274 0.52 0.47 0.23 0.1326
H -0.8314 0.6076 2.8328 -0.05 0.13 0.22 0.0845
O -1.2493 1.8722 -3.8875 0.33 -0.16 0.15 0.0903
C -0.3138 1.1117 -3.7648 -2.66 0.10 -0.47 -0.5136
C -0.3549 -0.3864 -3.8298 0.03 -0.35 -0.20 -0.0722
C 1.0671 -0.7619 -4.1960 0.32 -0.37 1.00 -0.1076
C 1.7960 0.4302 -3.5717 1.59 -0.49 0.82 -0.1372
O 0.9022 1.5312 -3.5557 0.94 0.63 -0.13 0.0319
H -0.6810 -0.7534 -2.8706 0.22 -0.06 0.63 0.0957
H -1.1155 -0.7743 -4.4679 -0.51 0.12 -0.83 0.1253
H 1.4016 -1.7048 -3.7267 -0.11 0.43 -0.32 0.1236
H 1.2280 -0.8400 -5.2728 -0.05 0.17 0.11 0.1246
H 2.1440 0.2947 -2.5279 -0.47 -0.34 -0.39 0.1218
H 2.6813 0.7278 -4.1019 0.31 0.19 -0.50 0.1255
O 6.0616 -2.1467 -4.3628 0.15 0.05 -0.60 0.1324
C 5.6330 -1.8505 -3.2991 -0.60 -0.37 1.23 -0.4599
C 6.3385 -1.1372 -2.1430 -0.63 -0.55 0.35 -0.0621
C 5.1848 -0.8148 -1.1508 -0.12 -0.14 -1.30 -0.1200
C 4.0975 -1.8655 -1.5662 0.18 1.96 0.32 -0.1826
O 4.3558 -2.2222 -2.9023 0.82 0.24 -1.09 -0.0022
H 7.0637 -1.8289 -1.7168 -0.06 -0.30 0.01 0.1242
H 6.9471 -0.3384 -2.5473 -0.24 0.46 0.09 0.1184
H 5.3892 -0.9266 -0.0939 0.32 0.18 0.03 0.0831
H 4.8533 0.2086 -1.3744 -0.16 -0.27 0.34 0.1152
H 4.1795 -2.7259 -0.9510 -0.12 -0.85 0.61 0.1105
H 3.0901 -1.4240 -1.4937 0.39 -0.40 -0.01 0.0929
O -2.8632 0.0495 -1.6370 -1.05 1.32 0.30 0.0498
C -3.4467 1.1064 -1.4229 1.65 -1.38 0.26 -0.4619
C -4.2774 1.9001 -2.3657 -0.46 -0.14 0.92 -0.0719
C -4.3986 3.2876 -1.7459 0.45 -0.10 0.17 -0.1150
C -3.9545 3.0416 -0.2729 -0.12 -0.77 -0.85 -0.1206
O -3.3324 1.7179 -0.2307 0.14 0.41 -0.42 -0.0087
H -3.7944 1.8060 -3.3039 0.14 0.18 -1.11 0.1089
H -5.2514 1.4161 -2.3547 -0.13 -0.20 -0.39 0.1333
H -3.7172 3.9981 -2.2306 -0.28 -0.14 0.11 0.1122
H -5.4353 3.6342 -1.8195 0.39 0.19 0.14 0.1160
H -3.2124 3.7625 0.0587 -0.21 -0.02 0.27 0.0940
H -4.8064 2.9022 0.3634 -0.36 0.65 0.59 0.1179
O 2.6811 -1.5405 1.0671 -2.59 0.16 -0.81 0.0321
C 1.4720 -1.3362 0.8266 4.66 -0.30 1.63 -0.4830
C 0.3549 -2.0830 1.4031 -0.52 -1.17 0.13 -0.0990
C -0.8488 -1.5950 0.6254 0.31 0.93 1.14 -0.1132
C -0.3282 -0.2321 0.0434 -0.89 -2.22 -0.52 -0.1083
O 1.1068 -0.2784 0.1398 -0.67 0.26 -0.76 0.0363
H 0.5074 -3.1578 1.3683 0.17 -0.14 -0.49 0.1193
H 0.3787 -1.9463 2.4770 -0.29 0.70 0.36 0.1022
H -1.0832 -2.3192 -0.1338 -0.31 -0.07 -0.47 0.1037
H -1.7038 -1.4358 1.2847 -0.12 -0.07 -0.28 0.1132
H -0.6617 -0.2950 -0.9969 0.40 1.17 0.34 0.0852
H -0.6964 0.5812 0.6315 -0.18 0.73 -0.18 0.0882
Cl -3.8223 -4.2745 -1.1457 -0.26 -0.09 0.19 0.5015
C -4.0377 -2.5580 -1.5421 0.99 -0.14 -0.48 -1.0812
Cl -5.5143 -2.1993 -2.4044 -0.50 -0.01 -0.12 0.5412
H -4.0079 -1.9602 -0.6392 0.11 -0.12 -0.04 0.0162
H -3.2106 -2.3404 -2.2271 -0.34 0.27 0.49 0.0101
Cl -3.1950 -7.4998 2.3407 0.32 0.00 0.03 0.4962
C -1.6558 -6.6057 2.3190 -0.63 0.24 0.15 -0.9967
Cl -1.9412 -4.8736 2.5480 0.04 0.24 0.05 0.4963
H -1.0303 -6.9353 3.1384 0.03 -0.19 -0.13 0.0259
H -1.2216 -6.7138 1.3416 0.25 -0.24 -0.13 0.0176
Cl 0.7829 -0.1147 5.0987 -0.47 -0.58 0.35 0.5342
C -0.6164 -0.8931 6.0096 1.28 1.57 0.58 -0.9671
Cl -1.5508 -1.9149 5.0252 -0.58 -0.91 -0.73 0.5930
H -0.1685 -1.4019 6.8577 -0.04 -0.21 -0.21 0.0341
H -1.2104 -0.0517 6.3487 -0.06 0.00 -0.02 0.0071
Cl 1.4926 5.3654 -2.1748 0.57 0.34 0.18 0.5585
C 0.0965 4.3846 -2.4793 -1.21 0.29 -0.44 -1.0417
Cl -0.4634 3.4986 -1.0547 0.10 -0.35 0.29 0.5859
H -0.7578 5.0289 -2.7290 0.53 -0.16 -0.13 0.0342
H 0.3051 3.6889 -3.2820 -0.05 -0.03 0.19 -0.0021
Cl 2.8530 1.6784 2.3462 0.10 0.33 -0.04 0.5451
C 4.2353 0.6155 2.5874 0.27 -0.79 0.62 -0.9772
Cl 5.8321 1.2988 2.0129 -1.27 -0.47 0.57 0.4728
H 4.2431 0.3107 3.6549 0.54 0.79 -0.59 0.0443
H 3.9924 -0.3018 2.0592 0.38 0.25 -0.48 -0.0220
```
Positions in Å, forces in eV/Å.

=====

No. 3
A structure of composition C25H40Cl4N3O3PdSi in a non-equilibrium geometry, computed with the ωB97M-V functional and the def2-TZVPD basis.

Summary:
E_LUMO (spin up / spin down): 2.4 / 2.4 eV
Spin multiplicity: 3
Expectation value of S²: 2.007
Charge: -1

```
77
Properties=species:S:1:pos:R:3:forces:R:3:mulliken_spin:R:1
C -1.9168 -2.0224 -3.2404 -0.05 0.29 -0.34 0.0043
C -1.2178 -2.7137 -2.1222 0.59 -0.92 0.91 0.0065
H -1.5508 -2.3752 -4.2106 -0.14 0.14 0.07 -0.0001
H -1.7574 -0.9377 -3.1825 -0.11 -0.29 -0.01 -0.0017
H -3.0002 -2.2184 -3.2030 0.22 0.09 0.03 -0.0005
C -0.6761 -3.9373 -2.2303 -0.50 0.54 0.01 0.0041
C -0.6957 -4.7741 -3.4634 0.24 -0.38 -0.35 -0.0005
H -0.2213 -4.4199 -1.3690 -0.15 0.20 -0.09 0.0020
H -0.6599 -4.1814 -4.3871 -0.06 -0.19 0.20 -0.0001
H -1.5816 -5.4268 -3.5027 0.14 0.14 -0.07 0.0009
H 0.1816 -5.4334 -3.4511 -0.14 0.01 -0.19 0.0002
Pd 0.0136 0.7100 0.5176 0.82 -1.53 -0.79 1.4145
Cl -2.2846 0.9160 0.4726 -1.41 0.24 0.21 0.1601
Cl 1.1563 3.2554 -0.6091 0.78 -0.14 1.46 0.0070
H 0.9004 5.0263 4.1943 -0.02 -0.09 -0.07 -0.0004
H -1.5020 6.0070 3.0366 0.07 0.04 -0.13 0.0000
C 1.1021 4.7578 3.1494 0.09 0.12 -0.12 0.0000
C -0.9816 5.6495 2.1366 -0.26 -0.15 0.24 0.0000
N -0.1399 4.5075 2.4446 -0.17 0.13 0.17 0.0007
H 1.7350 3.8685 3.1115 -0.17 0.18 -0.07 0.0010
C -0.5035 3.2674 2.1003 1.46 -1.11 -0.07 -0.0039
O 0.2883 2.2941 2.1735 -1.39 1.63 0.37 0.0485
H -1.7266 5.3582 1.3870 0.22 0.13 0.14 0.0001
H -1.5417 3.1551 1.7519 0.28 0.00 -0.25 -0.0015
H 1.6113 5.6090 2.6870 0.06 -0.18 -0.03 0.0000
H -0.3645 6.4676 1.7458 -0.13 -0.23 -0.05 0.0003
H 1.9111 -0.7713 -2.7906 0.10 0.22 0.23 0.0013
H 2.5689 -3.2900 -1.6391 0.15 0.23 0.01 0.0006
C 2.7989 -0.4298 -2.2428 -0.26 -0.09 -0.14 -0.0046
C 3.4323 -2.6559 -1.3805 -0.16 0.01 0.15 -0.0007
N 3.0242 -1.2919 -1.0952 0.31 -0.10 0.44 0.0121
H 2.6593 0.6029 -1.9117 -0.06 -0.26 -0.07 0.0000
C 2.7579 -0.9128 0.1606 -0.78 1.59 -0.40 0.0105
O 2.2542 0.1909 0.4859 1.18 -1.76 -0.14 0.0231
H 3.9263 -3.0723 -0.4954 -0.03 -0.04 -0.23 0.0003
H 3.0701 -1.6641 0.9162 -0.15 0.16 -0.21 -0.0024
H 3.6686 -0.5167 -2.9055 -0.03 0.13 0.14 0.0000
H 4.1208 -2.6519 -2.2323 -0.01 -0.04 0.23 -0.0001
O 0.0017 -1.0989 -0.9231 1.12 0.42 0.78 0.2281
C -1.0895 -1.9071 -0.8227 -0.35 0.14 0.42 -0.0433
C 0.1772 -3.4444 0.7162 -0.06 -0.51 0.43 -0.0138
C -0.9841 -2.7181 0.4647 -0.25 -0.02 -0.71 0.0062
H 1.0218 -3.3309 0.0307 -0.30 -0.07 0.26 0.0037
C 0.2144 -4.3386 1.7916 0.09 0.43 -0.25 -0.0016
H -1.9979 -1.2871 -0.7403 -0.20 -0.26 -0.02 0.0107
C -2.0308 -2.7217 1.3786 0.00 -0.32 0.02 0.0049
H 1.1014 -4.9589 1.9408 -0.27 0.11 0.07 -0.0002
C -0.8724 -4.4085 2.6648 -0.09 -0.04 0.17 -0.0001
C -1.9777 -3.5716 2.4836 0.09 0.05 0.01 -0.0006
H -2.8745 -2.0501 1.1913 0.20 -0.30 0.14 0.0016
H -0.8503 -5.1045 3.5057 0.00 0.19 -0.18 -0.0001
H -2.8051 -3.5796 3.1967 0.25 -0.07 -0.13 -0.0001
Si -0.0389 3.0845 -2.4434 -1.25 1.56 -2.60 0.0034
Cl -0.1952 0.9895 -2.3410 0.20 0.96 -0.54 0.0409
C 1.5263 3.8309 -3.3315 0.29 0.13 0.03 -0.0001
C -1.5802 3.7692 -1.5234 -0.03 0.20 0.36 -0.0060
C -0.9649 3.4064 -4.1600 -0.22 -0.86 -0.17 0.0015
H 2.3538 3.1123 -3.2974 0.03 0.08 0.14 -0.0002
H 1.8636 4.7452 -2.8289 0.05 -0.17 0.08 0.0000
H 1.3595 4.0917 -4.3853 -0.07 -0.17 0.24 0.0000
H -0.4063 2.9627 -4.9938 -0.12 0.02 -0.07 0.0005
H -1.0562 4.4842 -4.3604 0.09 -0.07 0.17 -0.0004
H -1.9707 2.9800 -4.1567 -0.17 -0.02 -0.15 0.0003
H -1.9524 3.0051 -0.8257 0.19 0.24 -0.08 0.0034
H -2.4020 4.0002 -2.2147 0.26 -0.05 0.11 0.0001
H -1.3532 4.6781 -0.9550 0.03 -0.02 0.05 -0.0002
Cl -2.6560 -0.1783 5.5434 -0.41 0.07 0.42 0.0016
C -1.2863 -0.5911 4.6030 0.97 -0.07 -0.90 0.0065
C -0.3096 -1.4692 5.0747 -0.23 0.19 -0.29 -0.0063
C 0.7609 -1.7575 4.2387 -0.03 0.25 -0.27 0.0078
C 0.8313 -1.1365 2.9865 -0.12 -0.27 0.28 -0.0278
N -0.1255 -0.3329 2.5315 -0.09 -0.04 0.48 0.1006
C -1.1652 -0.0385 3.3257 0.37 -0.60 0.37 -0.0148
H -0.4223 -1.9056 6.0598 0.09 -0.06 -0.07 0.0000
H 1.5369 -2.4711 4.5070 -0.18 0.22 0.12 0.0004
H 1.6869 -1.3029 2.3321 -0.45 0.05 0.20 0.0131
H -1.9278 0.6169 2.9292 0.04 0.00 -0.14 -0.0013
```
Positions in Å, forces in eV/Å.